No. 1
{
  "formula": "C11H44FN22O11Ti",
  "method": "the ωB97M-V functional and the def2-TZVPD basis",
  "elements": ["Ti", "F", "C", "O", "N", "N", "H", "H", "H", "H", "C", "O", "N", "N", "H", "H", "H", "H", "C", "O", "N", "N", "H", "H", "H", "H", "C", "O", "N", "N", "H", "H", "H", "H", "C", "O", "N", "N", "H", "H", "H", "H", "C", "O", "N", "N", "H", "H", "H", "H", "C", "O", "N", "N", "H", "H", "H", "H", "C", "O", "N", "N", "H", "H", "H", "H", "C", "O", "N", "N", "H", "H", "H", "H", "C", "O", "N", "N", "H", "H", "H", "H", "C", "O", "N", "N", "H", "H", "H", "H"],
  "xyz": [[12.6952, 13.7677, -26.5113], [10.7477, 15.1858, -26.5958], [15.1916, 16.7427, -26.6506], [14.6110, 15.6669, -26.3077], [16.3181, 17.1012, -26.1000], [14.5053, 17.7445, -27.2744], [16.7280, 16.5496, -25.3598], [16.7725, 17.9192, -26.4802], [15.0292, 18.5274, -27.6388], [13.5576, 17.5595, -27.5706], [9.7398, 15.3240, -31.0829], [8.7594, 15.9773, -31.3265], [9.9483, 14.6209, -29.9318], [10.6253, 15.0074, -31.9734], [10.8577, 14.3615, -29.5772], [9.3369, 14.9458, -29.1964], [10.7282, 15.5298, -32.8317], [11.1704, 14.2322, -31.6241], [11.9177, 10.4838, -27.8968], [11.4846, 11.5154, -27.5254], [11.3567, 9.2791, -27.7454], [13.0593, 10.3270, -28.5190], [10.5328, 9.0765, -27.1974], [11.9435, 8.5065, -28.0262], [13.5619, 9.4572, -28.4148], [13.5493, 11.1570, -28.8211], [9.8297, 18.1567, -28.5452], [9.4561, 19.1539, -29.1779], [9.0508, 17.3616, -27.8651], [11.0713, 17.8319, -28.2774], [9.5992, 16.8863, -27.1627], [8.0826, 17.6490, -27.8509], [11.2754, 16.8646, -28.0708], [11.7822, 18.3179, -28.8053], [16.0449, 8.8331, -26.9458], [16.3618, 8.1651, -27.9014], [14.8858, 8.7259, -26.3208], [16.7426, 9.9091, -26.5990], [14.6300, 9.3974, -25.6110], [14.4255, 7.8286, -26.3762], [16.6123, 10.4762, -25.7734], [17.5668, 10.0385, -27.1682], [14.7746, 13.6863, -30.0283], [14.8090, 12.5246, -30.1864], [15.0314, 14.2239, -28.8800], [14.2156, 14.6322, -30.7726], [14.6987, 15.1634, -28.7166], [15.3888, 13.5884, -28.1810], [13.8457, 14.3095, -31.6552], [14.4342, 15.5800, -30.5004], [10.8611, 13.2423, -23.1278], [11.9272, 13.7910, -23.2385], [9.8959, 13.6220, -23.8652], [10.5707, 12.2809, -22.3429], [8.9878, 13.1878, -23.9484], [10.2748, 14.1948, -24.6058], [9.6375, 12.4403, -21.9909], [11.2538, 11.9852, -21.6602], [10.9732, 18.0035, -23.4540], [10.1574, 18.7634, -23.8568], [11.8833, 18.2560, -22.6029], [11.2743, 16.8969, -24.1019], [12.7628, 17.8200, -22.8404], [11.7335, 19.0818, -22.0411], [11.7959, 16.1255, -23.7106], [10.7870, 16.7307, -24.9708], [15.3812, 15.0189, -22.5197], [16.4521, 15.4735, -22.8489], [15.1590, 14.0871, -21.6276], [14.2923, 15.3600, -23.1925], [14.2320, 13.7950, -21.3529], [15.9086, 13.9037, -20.9760], [13.5177, 14.7183, -23.1005], [14.5482, 15.6214, -24.1340], [14.9302, 12.0815, -24.9697], [14.1306, 12.2297, -25.8166], [15.9175, 12.9262, -24.8456], [14.8542, 11.1798, -24.0022], [15.8948, 13.8227, -25.3101], [16.5994, 12.8037, -24.1107], [13.9300, 10.8124, -23.8260], [15.5787, 11.1834, -23.2984], [7.4263, 13.6077, -26.7408], [6.1951, 13.3836, -26.9244], [8.3708, 12.7836, -26.8360], [7.9872, 14.6959, -26.3235], [8.0276, 12.0052, -27.3803], [9.2801, 13.2194, -26.8931], [8.9746, 14.9055, -26.3574], [7.3767, 15.4941, -26.2227]],
  "forces_ev_per_a": [[-1.01, 0.50, -0.41], [0.96, -0.79, 0.17], [-3.92, -0.96, 1.85], [0.74, 0.64, -0.77], [2.48, 0.58, -0.09], [0.47, -0.62, -0.88], [0.11, 0.04, -0.16], [0.26, -0.17, 0.63], [-0.52, 0.02, 0.02], [0.19, 0.12, -0.02], [-2.11, -0.12, 0.92], [-0.94, 1.24, 0.44], [-0.85, 0.02, 2.12], [3.18, -0.90, -2.12], [0.08, 0.20, -0.30], [-0.06, -0.15, 0.14], [0.03, -0.54, 0.21], [0.69, 0.26, -1.29], [0.71, -2.64, -0.14], [-2.08, 4.38, 1.54], [-1.40, -2.22, 0.73], [3.00, 0.54, -1.60], [0.28, 0.38, -0.09], [-0.71, -0.06, 0.06], [0.19, 0.46, -0.35], [0.34, -0.18, 0.00], [-2.03, 3.74, -1.45], [0.68, -1.03, 0.12], [-2.26, -1.49, 0.71], [5.09, -0.26, -0.50], [-1.28, -0.48, 0.51], [0.14, -0.49, 0.53], [-0.04, -0.11, 0.10], [-0.25, -0.02, -0.09], [0.06, 0.55, -1.48], [0.43, -1.30, -0.57], [-2.38, -0.95, 1.50], [2.05, 1.78, 0.40], [-0.05, -0.40, -0.07], [-0.04, 0.31, 0.14], [0.03, -0.39, -0.30], [-0.09, 0.23, 0.30], [-1.72, 1.76, 0.54], [0.45, -4.70, -1.86], [2.14, 1.38, 4.20], [-0.88, 0.59, -2.87], [0.36, -0.61, 0.91], [-0.11, 0.65, 0.30], [0.15, 0.88, -0.10], [-0.45, -0.13, -1.09], [1.23, 1.41, -1.08], [3.86, 0.85, 0.15], [-3.14, 2.02, -3.29], [-1.10, -4.12, 4.40], [0.31, 0.03, -0.23], [-0.95, 0.48, -0.43], [-0.03, -0.92, 0.40], [-0.18, 0.25, 0.00], [-0.43, -0.57, -3.19], [-3.43, 2.23, -0.37], [3.37, 1.44, 4.92], [-0.24, -3.54, -2.41], [0.19, 0.56, 0.95], [0.76, -0.13, -0.10], [-0.21, 0.16, -0.01], [0.09, -0.29, 0.15], [-0.25, 0.82, -1.80], [2.32, 0.34, 0.19], [0.66, -2.44, 3.14], [-1.73, 0.73, -1.14], [0.14, 0.28, -0.16], [-0.20, 0.00, 0.00], [-0.42, 0.13, -0.38], [-0.56, 0.23, -0.19], [1.57, 1.26, 2.50], [-4.42, 0.00, -4.10], [3.30, 1.49, 0.47], [-0.15, -2.21, 1.02], [-0.09, -0.16, -0.23], [-0.15, 0.45, -0.08], [0.29, -0.14, 0.21], [-0.63, -0.16, 0.19], [-6.15, 1.40, 0.18], [2.27, 0.49, 0.31], [3.22, -6.38, -1.59], [-1.17, 6.32, 1.89], [1.26, -0.55, -0.15], [0.34, -1.21, -0.53], [0.19, -0.10, -0.19], [0.15, 0.00, 0.07]],
  "gap_ha": [0.17852, 0.30158],
  "spin_multiplicity": 4,
  "s2": 3.75,
  "charge": 0,
  "lumo_energy_ev": [-0.6305, -0.6935],
  "homo_ev": [-5.488, -8.900]
}

No. 2
{
  "formula": "C11H44N22O11",
  "method": "the ωB97M-V functional and the def2-TZVPD basis",
  "elements": ["C", "O", "N", "N", "H", "H", "H", "H", "C", "O", "N", "N", "H", "H", "H", "H", "C", "O", "N", "N", "H", "H", "H", "H", "C", "O", "N", "N", "H", "H", "H", "H", "C", "O", "N", "N", "H", "H", "H", "H", "C", "O", "N", "N", "H", "H", "H", "H", "C", "O", "N", "N", "H", "H", "H", "H", "C", "O", "N", "N", "H", "H", "H", "H", "C", "O", "N", "N", "H", "H", "H", "H", "C", "O", "N", "N", "H", "H", "H", "H", "C", "O", "N", "N", "H", "H", "H", "H"],
  "xyz": [[14.5422, 15.1783, 1.3883], [15.2228, 15.5711, 2.3400], [13.5222, 14.4227, 1.4972], [14.9170, 15.2364, 0.1523], [13.1160, 14.1312, 2.3748], [13.0436, 14.2518, 0.6244], [14.5018, 14.6564, -0.5627], [15.7058, 15.8458, -0.0109], [10.7471, 14.2802, 12.8445], [10.6632, 14.0065, 13.9688], [11.2228, 13.4396, 11.9266], [10.4062, 15.4015, 12.2053], [10.9263, 13.3962, 10.9620], [11.2853, 12.5429, 12.3872], [10.4674, 15.4932, 11.2014], [10.1470, 16.1784, 12.7964], [17.7923, 21.6660, 1.3075], [18.9504, 21.3688, 1.5253], [16.9798, 22.0603, 2.2893], [17.2474, 21.6175, 0.0683], [17.4481, 22.2369, 3.1666], [16.0178, 22.2965, 2.0925], [17.7649, 21.3001, -0.7389], [16.4040, 22.1403, -0.1197], [15.1668, 21.1723, 15.3014], [14.7188, 22.2570, 15.7949], [16.1191, 21.1241, 14.4092], [14.7040, 20.0352, 15.5949], [16.1841, 20.2149, 13.9740], [16.5746, 21.9207, 13.9873], [14.7152, 19.3934, 14.8151], [13.9957, 19.9787, 16.3126], [8.8898, 22.1411, 9.4062], [8.2258, 21.6280, 10.2521], [8.8517, 21.6428, 8.1753], [9.7648, 23.1177, 9.3967], [9.5612, 21.8191, 7.4784], [8.1987, 20.8994, 7.9725], [9.9997, 23.5559, 10.2758], [9.9746, 23.6094, 8.5397], [9.7874, 20.5284, 0.0285], [10.8755, 20.8247, -0.1681], [9.2345, 20.2591, 1.1791], [8.9749, 20.2405, -0.9664], [9.8261, 20.3593, 1.9915], [8.4468, 19.6286, 1.1324], [9.3623, 20.0546, -1.8804], [7.9846, 20.0729, -0.8600], [8.7693, 13.4298, 6.2303], [9.6234, 12.6183, 5.9669], [8.8683, 14.7133, 5.9054], [7.6297, 13.2068, 6.8017], [9.7444, 15.0759, 5.5575], [8.0066, 15.2318, 5.8117], [7.5693, 12.3744, 7.3705], [7.3504, 14.1368, 7.0795], [19.0291, 13.6359, 7.6251], [19.7125, 14.0494, 8.5128], [17.9288, 12.9162, 7.6588], [19.3849, 13.8720, 6.3727], [17.4137, 12.5697, 6.8621], [17.8056, 12.4095, 8.5238], [18.7599, 13.8678, 5.5793], [20.2376, 14.4091, 6.3053], [14.0993, 27.5615, 5.8974], [13.1511, 26.8350, 5.8778], [14.0002, 28.7779, 6.3669], [15.3461, 27.2550, 5.6306], [14.7899, 29.4072, 6.3434], [13.1690, 29.0356, 6.8795], [15.5518, 26.2959, 5.3900], [16.1093, 27.8656, 5.3760], [17.2863, 14.9207, 13.8379], [16.7733, 15.7864, 13.2560], [16.8195, 13.7395, 13.9913], [18.1686, 15.1645, 14.7720], [15.9550, 13.5301, 13.5128], [17.0570, 13.2554, 14.8453], [18.5275, 14.2631, 15.0527], [18.5435, 16.0892, 14.9285], [13.8580, 19.1144, 7.5848], [13.2097, 19.3017, 6.5159], [14.1671, 17.9998, 8.2650], [14.1271, 20.2225, 8.2285], [13.8577, 17.1307, 7.8539], [14.6488, 18.0476, 9.1514], [14.6510, 20.1322, 9.0873], [13.6790, 21.0048, 7.7732]],
  "forces_ev_per_a": [[3.66, 0.52, 3.75], [-0.42, 0.70, -0.23], [-5.35, -3.04, 0.68], [2.13, 1.72, -4.20], [0.19, 0.28, -0.28], [-0.53, -0.35, 0.75], [0.47, 0.48, 0.05], [-0.15, -0.35, -0.49], [-0.24, 1.20, -4.65], [-0.31, -0.47, 5.25], [1.52, -3.77, -0.93], [-1.12, 2.89, 0.59], [-0.04, 0.26, 0.30], [0.26, -0.38, -0.60], [0.08, 0.19, 0.56], [-0.13, 0.08, -0.54], [1.43, -0.38, -0.62], [0.62, -0.27, 0.03], [-1.02, 0.58, 0.78], [-1.11, 0.18, -1.11], [-0.54, -0.01, -0.12], [0.28, 0.01, 0.53], [0.16, 0.14, 0.56], [0.17, -0.26, -0.05], [-1.21, 8.44, 1.57], [1.30, -2.03, -0.61], [2.46, -0.49, -2.62], [-2.49, -5.59, 1.40], [0.87, 0.46, -0.31], [-0.50, -0.15, 0.26], [-0.37, -0.64, 0.76], [-0.04, -0.05, -0.47], [-0.30, -1.58, -1.84], [-0.97, 0.02, 2.85], [-0.78, -1.78, -3.67], [2.19, 3.16, 2.03], [-0.21, -0.06, 0.27], [0.22, 0.20, 0.20], [-0.07, 0.13, -0.29], [-0.05, -0.11, 0.43], [-3.31, -1.96, -0.45], [7.50, 2.62, -0.67], [-1.47, -0.20, 3.74], [-2.93, -0.78, -3.74], [-0.42, -0.27, 0.01], [0.36, 0.19, 0.80], [-0.03, 0.35, 0.30], [0.34, 0.06, 0.00], [2.96, -1.00, -1.94], [1.05, -1.04, 0.15], [0.71, 2.98, -0.86], [-3.14, -0.53, 1.72], [-0.45, -0.10, -0.18], [0.63, 0.36, -0.23], [-0.40, 0.37, 0.06], [-1.34, -1.01, 1.29], [0.58, 0.57, -1.69], [0.70, 0.04, 2.62], [-2.93, -2.14, 2.25], [1.65, 1.18, -3.16], [0.56, 0.17, 0.12], [-0.42, 0.18, -0.12], [0.17, -0.06, 0.26], [-0.34, 0.10, -0.30], [-0.75, 0.28, 0.81], [-1.53, -2.19, -0.37], [-0.54, 4.10, 1.15], [3.91, -2.62, -1.69], [-0.38, -0.10, 0.32], [0.20, 0.05, -0.42], [-0.34, 0.14, -0.13], [-0.58, 0.31, 0.33], [0.08, 1.92, 2.64], [-2.49, 4.29, -4.68], [-2.26, -5.96, -0.65], [3.30, -0.26, 2.11], [0.24, -0.20, 0.22], [-0.59, -0.23, -0.49], [1.39, 1.15, 0.97], [0.28, -0.62, -0.11], [-2.74, 0.94, -2.54], [1.08, -2.24, 1.21], [-0.10, -1.45, -0.80], [1.23, 1.49, 1.49], [0.41, 0.05, 0.36], [-0.22, -0.34, -0.38], [-0.31, 1.18, -0.11], [0.62, 0.38, 0.76]],
  "gap_ha": 0.33496,
  "charge": 0,
  "lumo_energy_ev": -0.1460,
  "e_above_lowest_kj_mol": 915.03,
  "homo_ev": -9.261
}

No. 3
{
  "formula": "C11H44O11",
  "method": "the ωB97M-V functional and the def2-TZVPD basis",
  "elements": ["C", "O", "H", "H", "H", "H", "C", "O", "H", "H", "H", "H", "C", "O", "H", "H", "H", "H", "C", "O", "H", "H", "H", "H", "C", "O", "H", "H", "H", "H", "C", "O", "H", "H", "H", "H", "C", "O", "H", "H", "H", "H", "C", "O", "H", "H", "H", "H", "C", "O", "H", "H", "H", "H", "C", "O", "H", "H", "H", "H", "C", "O", "H", "H", "H", "H"],
  "xyz": [[-0.0670, 1.1694, -3.8382], [0.5291, 2.1826, -3.0732], [-0.2468, 1.4511, -4.8757], [0.6835, 0.3867, -3.9482], [-0.9601, 0.7248, -3.3991], [0.5327, 3.0297, -3.5249], [-1.7290, 2.7818, 3.3319], [-1.9540, 4.0076, 2.6401], [-2.4429, 2.7527, 4.1551], [-1.8480, 1.9240, 2.6700], [-0.7631, 2.7797, 3.8369], [-1.9796, 4.8069, 3.1713], [3.0061, -1.7397, 3.2399], [1.6598, -1.4293, 3.1037], [3.4105, -1.0963, 4.0213], [3.2149, -2.7894, 3.4462], [3.5606, -1.5683, 2.3172], [1.2083, -1.9248, 3.7908], [-0.1749, 4.1363, -0.5574], [0.3587, 5.1403, -1.3891], [0.4984, 3.2937, -0.7154], [-0.0684, 4.3524, 0.5057], [-1.2154, 3.9408, -0.8167], [1.2936, 4.9339, -1.3193], [1.9031, 2.2266, 2.7046], [2.3239, 3.5583, 2.8381], [2.7219, 1.5898, 2.3697], [1.6561, 1.8619, 3.7016], [1.0725, 2.0630, 2.0181], [3.2224, 3.5732, 3.1757], [3.3141, -0.1349, -2.4107], [3.1644, 0.9297, -3.3377], [3.8262, -0.8941, -3.0019], [3.9094, 0.2780, -1.5963], [2.3862, -0.5162, -1.9846], [2.3109, 1.3262, -3.1480], [-0.2067, -0.1781, -0.3558], [-0.5278, 0.1025, 1.0212], [0.7750, -0.6519, -0.3592], [-0.9089, -0.9067, -0.7608], [-0.1447, 0.6930, -1.0081], [-0.4804, -0.7398, 1.4793], [2.0859, -3.7244, 0.0251], [3.3276, -4.4178, -0.2649], [1.2621, -4.0579, -0.6060], [1.8267, -3.9532, 1.0588], [2.2826, -2.6992, -0.2888], [3.8203, -3.8741, -0.8839], [-3.5858, -0.8708, 2.6010], [-3.2224, -1.4470, 3.8748], [-3.2753, 0.1599, 2.4295], [-3.3719, -1.4376, 1.6949], [-4.6703, -0.7894, 2.6745], [-3.6890, -2.2560, 4.0972], [-0.5268, -3.0906, -3.7019], [-0.3460, -2.9376, -2.3177], [-0.0327, -2.2651, -4.2143], [-0.0087, -3.9861, -4.0449], [-1.5795, -2.9842, -3.9638], [-1.1056, -3.4170, -1.9788], [-4.1812, -1.2443, -1.7618], [-4.9035, -2.3620, -2.2749], [-4.6217, -1.0049, -0.7940], [-3.1238, -1.4723, -1.6271], [-4.1870, -0.2833, -2.2762], [-4.9986, -3.0121, -1.5749]],
  "forces_ev_per_a": [[0.56, -0.83, -1.04], [0.12, 0.34, 0.57], [-0.37, 0.34, 0.08], [-0.09, -0.40, 0.15], [-0.09, 0.35, 0.19], [-0.21, 0.03, -0.02], [-0.31, 1.22, 1.28], [0.05, -0.32, -1.34], [-0.31, -0.58, 0.01], [0.11, 0.36, -0.11], [0.33, -0.20, -0.38], [0.17, -0.49, 0.50], [1.34, 0.07, 0.05], [-1.12, -0.31, -0.41], [0.51, -0.18, 0.10], [-0.23, -0.14, 0.35], [-0.28, 0.40, -0.15], [-0.30, 0.15, 0.00], [0.46, -0.75, 0.50], [0.30, 0.54, -0.26], [-0.76, -0.81, 0.05], [-0.39, 0.41, 0.11], [0.19, -0.12, 0.03], [0.22, 0.69, -0.38], [0.60, -1.02, 0.70], [-0.15, 0.95, -0.56], [0.10, -0.12, -0.27], [-0.47, -0.34, -0.01], [-0.03, 0.54, 0.11], [-0.08, -0.07, -0.01], [0.65, 0.57, -0.41], [-0.67, -0.04, -0.12], [0.14, -0.39, 0.66], [0.30, -0.61, 0.26], [-0.19, -0.03, -0.26], [-0.16, 0.62, -0.06], [0.34, -0.84, 0.71], [-0.24, 0.62, -0.81], [0.16, -0.07, -0.28], [-0.08, 0.12, -0.23], [-0.31, 0.30, 0.56], [0.17, 0.01, 0.17], [0.95, -0.47, -0.96], [-0.53, -0.16, 0.17], [0.07, -0.29, -0.13], [0.14, 0.68, 0.03], [-0.58, 0.39, 0.94], [-0.02, -0.12, -0.01], [-2.00, -0.43, 0.72], [1.39, 0.84, -0.55], [0.73, -0.26, 0.70], [0.47, -0.38, 0.25], [-0.31, 0.09, -0.56], [-0.27, 0.12, -0.59], [0.70, 0.80, -0.88], [-0.47, -0.08, 0.49], [0.14, 0.15, 0.09], [-0.54, -0.31, -0.24], [-0.04, -0.57, -0.22], [0.16, 0.01, 0.71], [0.09, -0.21, 1.49], [0.15, 0.65, -0.98], [0.28, 0.15, 0.31], [0.15, -0.18, 0.09], [-0.67, -0.56, -0.97], [0.06, 0.16, 0.07]],
  "gap_ha": 0.36247,
  "charge": 0,
  "lumo_energy_ev": 0.1602,
  "e_above_lowest_kj_mol": 388.50,
  "homo_ev": -9.703
}